# 1
The following is a quantum chemistry calculation of a 2-piece molecular cluster, C17H34FIO4Si overall, from OMol25.

The geometry in ORCA input format:
```
! wB97M-V def2-TZVPD RIJCOSX def2/J DEFGRID3
* xyz -2 1
C -5.618 0.279 -0.694
O -4.686 -0.824 -0.413
C -3.716 -0.992 -1.530
C -3.124 -2.555 -1.508
C -2.190 -2.724 -0.159
C -0.630 -2.197 -0.365
C 0.114 -2.372 1.086
C 1.609 -3.061 1.014
C 2.827 -1.961 1.113
C 3.470 -1.512 -0.327
C 4.961 -0.864 -0.001
C 5.073 0.744 -0.299
C 4.519 1.222 -1.766
C 4.926 2.791 -2.150
Si 3.240 3.793 -2.235
F 3.386 5.109 -3.426
C 2.835 4.535 -0.506
C 1.727 3.704 0.370
O 1.331 4.286 1.537
I 0.800 1.793 -0.152
H -5.477 0.797 -1.734
H -5.571 1.098 0.164
H -6.726 -0.162 -0.696
H -2.773 -0.298 -1.381
H -4.244 -0.796 -2.576
H -4.069 -3.257 -1.374
H -2.582 -2.849 -2.509
H -2.119 -3.875 0.066
H -2.754 -2.185 0.720
H -0.696 -1.029 -0.571
H -0.103 -2.728 -1.264
H -0.553 -3.106 1.745
H 0.168 -1.359 1.703
H 1.734 -3.829 0.112
H 1.699 -3.736 1.994
H 2.512 -1.011 1.752
H 3.701 -2.479 1.739
H 3.692 -2.471 -1.003
H 2.776 -0.809 -0.958
H 5.819 -1.420 -0.614
H 5.260 -1.013 1.140
H 6.234 1.018 -0.271
H 4.562 1.374 0.560
H 4.916 0.472 -2.578
H 3.343 1.159 -1.750
H 5.397 2.766 -3.221
H 5.679 3.274 -1.396
H 2.199 2.842 -2.701
H 3.844 4.575 0.117
H 2.463 5.659 -0.574
O -5.360 -0.522 4.420
C -6.151 -0.264 3.368
C -6.147 1.310 3.075
O -6.948 1.570 2.033
H -7.214 -0.547 3.459
H -5.883 -0.744 2.411
H -5.083 1.589 2.971
H -6.401 1.793 4.035
*
```

Values from the calculation:
LUMO level = 3.5 eV
Kohn-Sham gap = 1.58 eV

# 2
The following is a quantum chemistry calculation of C17H34HgOP2 as an isolated structure, from OMol25.

The geometry in ORCA input format:
```
! wB97M-V def2-TZVPD RIJCOSX def2/J DEFGRID3
* xyz 0 1
P 0.064 -1.527 -2.778
P 0.060 1.596 -2.665
C -0.297 -0.613 -4.407
C 0.294 0.794 -4.379
H -1.400 -0.604 -4.536
H 0.185 -1.202 -5.206
H 1.384 0.796 -4.587
H -0.242 1.435 -5.099
C -1.588 2.347 -3.035
H -1.815 3.077 -2.244
H -2.374 1.575 -3.048
H -1.533 2.848 -4.013
C 1.151 3.037 -2.996
H 0.836 3.520 -3.933
H 2.192 2.686 -3.074
H 1.059 3.729 -2.147
C -1.044 -2.953 -3.099
H -0.888 -3.679 -2.288
H -0.788 -3.390 -4.077
H -2.091 -2.610 -3.091
C 1.682 -2.242 -3.299
H 2.465 -1.467 -3.318
H 1.557 -2.684 -4.299
H 1.960 -3.017 -2.568
Hg 0.727 0.033 4.435
C 0.504 1.412 1.709
C -0.817 1.370 1.574
C -1.554 0.540 0.595
C -1.947 -0.943 0.936
C -0.917 -1.965 1.272
C 0.418 -1.888 1.122
C 1.113 -0.778 0.385
C 1.547 0.585 1.031
C 0.117 -1.856 5.247
H 0.935 2.176 2.359
H -1.431 1.908 2.316
H -1.039 0.528 -0.384
H -2.525 1.034 0.408
H -2.700 -0.979 1.745
H -2.491 -1.280 0.031
H -1.313 -2.929 1.628
H 1.015 -2.796 1.403
H 0.522 -0.510 -0.523
H 2.049 -1.213 -0.021
H 2.430 0.428 1.686
H 1.945 1.147 0.146
H 0.833 -1.987 6.075
H 0.226 -2.653 4.502
H -0.906 -1.854 5.651
C 0.646 1.663 6.835
C 0.037 1.864 5.497
O -0.675 2.711 5.052
H 1.730 1.443 6.725
H 0.227 0.760 7.326
H 0.466 2.578 7.425
*
```

Values from the calculation:
LUMO level (alpha / beta) = 0.0 / 0.0 eV
Kohn-Sham gap (alpha / beta) = 6.83 / 6.83 eV

# 3
The following is a quantum chemistry calculation of C17H35BaN3O4S as an isolated structure, from OMol25.

The geometry in ORCA input format:
```
! wB97M-V def2-TZVPD RIJCOSX def2/J DEFGRID3
* xyz 2 1
Ba -0.248 -0.191 -0.613
C 2.638 -0.886 0.476
C 2.603 -1.920 -0.652
O 1.402 -1.754 -1.423
C 0.777 -2.973 -1.850
C -0.741 -2.905 -1.648
O -0.941 -2.339 -0.368
C -2.237 -2.361 0.202
C -2.053 -1.950 1.662
O -1.192 -0.804 1.736
C -0.230 -0.844 2.801
C 1.136 -0.333 2.325
O 1.320 -0.838 1.011
H 2.934 0.101 0.098
H 3.361 -1.213 1.225
H 2.601 -2.912 -0.202
H 3.487 -1.810 -1.283
H 1.150 -3.793 -1.237
H 1.001 -3.166 -2.900
H -1.132 -3.922 -1.708
H -1.234 -2.307 -2.435
H -2.675 -3.360 0.167
H -2.913 -1.659 -0.314
H -1.591 -2.784 2.191
H -3.023 -1.730 2.111
H -0.098 -1.879 3.116
H -0.577 -0.243 3.643
H 1.893 -0.715 3.013
H 1.184 0.764 2.327
C 2.141 -4.638 2.943
S 0.906 -4.215 1.688
C 0.199 -5.869 1.481
H 1.638 -5.005 3.836
H 2.718 -3.748 3.182
H 2.798 -5.409 2.546
H 0.966 -6.546 1.114
H -0.621 -5.815 0.768
H -0.173 -6.217 2.443
C 0.818 5.795 -0.262
C 0.601 4.708 0.772
N 0.279 3.471 0.065
C -0.518 3.427 -1.054
N -0.881 2.233 -1.485
C -1.642 2.197 -2.741
C -2.563 3.398 -2.866
C -1.700 4.641 -2.818
N -0.824 4.591 -1.650
C -0.435 5.895 -1.108
H 1.675 5.541 -0.888
H 1.013 6.749 0.224
H -0.201 4.996 1.459
H 1.508 4.540 1.352
H 0.209 2.654 0.642
H -2.231 1.273 -2.769
H -0.943 2.187 -3.586
H -3.271 3.402 -2.035
H -3.122 3.364 -3.800
H -2.319 5.535 -2.737
H -1.096 4.727 -3.726
H -1.261 6.298 -0.512
H -0.271 6.567 -1.950
*
```

Values from the calculation:
LUMO level = -5.0 eV
Kohn-Sham gap = 8.68 eV

Number 1: E_tot -1655.747202 a.u., largest force on an atom 0.1460 Eh/bohr. Number 2: E_tot -1579.339162 a.u., largest force on an atom 0.0570 Eh/bohr. Number 3: E_tot -1557.172200 a.u., largest force on an atom 0.1094 Eh/bohr.